1.
This record from the Open Molecules 2025 dataset describes a structure of composition C38H38N4O6P2PbSTe. The level of theory is ωB97M-V with the def2-TZVPD basis set.

Each line ends with the Löwdin charge.
Element x y z (Å)
Pb1 0.086 -0.818 -0.511  1.0740
O1 0.306 2.132 0.623  -0.2941
C1 -0.273 2.433 -0.551  -0.3300
C2 0.393 3.160 -1.543  -0.0231
C3 -0.280 3.577 -2.675  -0.0784
C4 -1.635 3.313 -2.835  -0.0820
C5 -2.302 2.594 -1.863  -0.0485
C6 -1.635 2.109 -0.743  -0.1684
C7 -2.352 1.252 0.200  -0.0848
N1 -1.789 0.194 0.635  -0.0974
N2 -2.430 -0.592 1.558  0.0847
C8 -1.643 -1.572 1.952  -0.4867
O2 -0.451 -1.797 1.553  -0.2544
C9 -2.211 -2.486 2.986  -0.1412
C10 -1.371 -3.383 3.637  -0.0300
C11 -1.876 -4.234 4.607  -0.0854
C12 -3.226 -4.200 4.925  -0.0958
C13 -4.069 -3.312 4.271  -0.0846
C14 -3.564 -2.454 3.309  -0.0299
H1 1.436 3.408 -1.406  0.1026
H2 0.257 4.129 -3.435  0.1053
H3 -2.162 3.664 -3.712  0.1009
H4 -3.355 2.366 -1.981  0.1115
H5 -3.371 1.495 0.507  0.1377
H6 -0.326 -3.411 3.361  0.1105
H7 -1.218 -4.929 5.111  0.0989
H8 -3.623 -4.869 5.677  0.0979
H9 -5.124 -3.289 4.512  0.0993
H10 -4.208 -1.751 2.796  0.1005
O3 2.857 -2.909 -0.910  0.0804
C15 2.616 -2.017 -0.171  -0.2564
C16 3.467 -1.411 0.876  -0.2131
C17 4.571 -2.177 1.272  -0.0187
C18 5.422 -1.707 2.248  -0.0627
C19 5.177 -0.459 2.812  -0.0522
C20 4.089 0.289 2.409  -0.0797
C21 3.191 -0.170 1.440  -0.2693
P1 1.744 1.041 1.031  0.9986
C22 1.150 1.125 2.753  -0.2854
C23 1.092 -0.056 3.489  -0.0876
C24 0.543 -0.071 4.761  -0.0631
C25 0.074 1.102 5.330  -0.0756
C26 0.130 2.285 4.607  -0.0728
C27 0.640 2.293 3.321  -0.0699
C28 2.906 2.317 0.456  -0.3182
C29 2.842 3.639 0.890  -0.0756
C30 3.718 4.585 0.386  -0.0746
C31 4.644 4.231 -0.587  -0.0808
C32 4.699 2.921 -1.039  -0.0685
C33 3.848 1.966 -0.506  -0.1006
H11 4.734 -3.136 0.800  0.1186
H12 6.271 -2.296 2.566  0.1065
H13 5.841 -0.069 3.573  0.1093
H14 3.921 1.258 2.866  0.1173
H15 1.440 -0.985 3.063  0.1007
H16 0.474 -1.007 5.299  0.1065
H17 -0.349 1.094 6.326  0.1037
H18 -0.252 3.203 5.034  0.1036
H19 0.603 3.205 2.745  0.0902
H20 2.097 3.940 1.612  0.0946
H21 3.666 5.604 0.743  0.1050
H22 5.317 4.975 -0.992  0.1024
H23 5.405 2.637 -1.807  0.1064
H24 3.906 0.947 -0.867  0.0869
N3 2.136 -0.531 -5.553  0.0811
C34 1.858 -0.872 -4.278  -0.9582
N4 1.588 -2.161 -4.055  0.1079
S1 1.838 0.299 -3.073  0.6074
H25 2.268 -1.217 -6.276  0.1021
H26 2.396 0.422 -5.732  0.0857
H27 1.504 -2.826 -4.806  0.1129
H28 1.274 -2.459 -3.142  -0.0150
C35 -2.750 0.061 -5.427  -0.0653
C36 -1.865 -1.118 -5.097  -0.2721
O4 -2.534 -2.012 -4.184  -0.2673
P2 -2.355 -1.827 -2.608  0.0836
O5 -1.821 -0.462 -2.304  -0.4603
Te1 -0.984 -3.524 -1.620  0.5986
O6 -3.808 -2.089 -2.023  -0.2897
C37 -4.809 -1.052 -2.062  -0.2644
C38 -5.654 -1.190 -0.816  -0.0648
H29 -2.242 0.728 -6.124  0.0794
H30 -2.967 0.628 -4.521  0.0627
H31 -3.685 -0.267 -5.879  0.0793
H32 -0.926 -0.787 -4.649  0.0847
H33 -1.649 -1.725 -5.978  0.1181
H34 -5.389 -1.186 -2.979  0.1207
H35 -4.306 -0.081 -2.097  0.0945
H36 -6.152 -2.157 -0.793  0.0797
H37 -6.415 -0.409 -0.793  0.0786
H38 -5.027 -1.101 0.072  0.0651

Values from the calculation:
max |F|: 0.40 eV/Å
2S+1: 1
Kohn-Sham gap (spin up / spin down): 6.19 / 5.19 eV
relative energy (zero: lowest compared OMol25 entry of this formula, charge and spin): 71.6 kJ/mol



2.
This record from the Open Molecules 2025 dataset describes a structure of composition C14H18N3OPtS in a non-equilibrium geometry. The level of theory is ωB97M-V with the def2-TZVPD basis set.

Each line ends with the Löwdin spin population.
Element x y z (Å)
Pt1 -1.553 -1.332 -0.628  1.6993
O1 -1.553 -1.387 1.357  0.2176
C1 -2.695 -0.647 1.755  0.0756
C2 -2.265 0.683 2.369  0.0176
C3 -1.139 1.403 1.621  0.0044
C4 -1.499 1.758 0.204  0.0306
C5 -1.750 3.078 -0.161  0.0206
C6 -2.063 3.360 -1.488  0.0385
C7 -2.120 2.323 -2.410  0.0121
C8 -1.859 1.038 -1.963  0.0701
N1 -1.553 0.736 -0.683  0.2814
H1 -1.764 -2.464 1.560  0.0088
H2 -3.262 -1.227 2.491  0.0084
H3 -3.337 -0.498 0.882  0.0440
H4 -1.900 0.487 3.385  0.0079
H5 -3.141 1.334 2.469  0.0006
H6 -0.231 0.789 1.608  0.0000
H7 -0.873 2.312 2.175  -0.0003
H8 -1.696 3.879 0.569  0.0018
H9 -2.257 4.382 -1.800  0.0018
H10 -2.357 2.508 -3.451  0.0006
H11 -1.887 0.191 -2.641  0.0291
N2 5.452 -1.866 0.449  0.2846
C9 4.792 -1.331 -0.630  0.0795
S1 5.768 -0.725 -1.851  0.6437
C10 3.290 -1.334 -0.623  0.0104
C11 2.568 -0.801 -1.698  -0.0006
C12 1.183 -0.822 -1.654  0.0310
N3 0.474 -1.332 -0.628  0.0943
C13 1.180 -1.841 0.399  0.0213
C14 2.566 -1.866 0.449  -0.0082
H12 6.466 -1.857 0.430  0.0021
H13 5.026 -2.272 1.268  0.0058
H14 3.050 -0.369 -2.568  -0.0009
H15 0.592 -0.417 -2.471  0.0063
H16 0.584 -2.245 1.213  0.0028
H17 3.033 -2.300 1.322  -0.0004
H18 -3.271 -1.332 -0.628  0.2577

Values from the calculation:
max |F|: 6.75 eV/Å
charge: +3
2S+1: 5
Kohn-Sham gap (spin up / spin down): 6.84 / 5.01 eV



3.
This record from the Open Molecules 2025 dataset describes a cluster of 2 separate species, C17H34I2N2O3 in total in a non-equilibrium geometry. The level of theory is ωB97M-V with the def2-TZVPD basis set.

Each line ends with the Löwdin charge.
Element x y z (Å)
C1 5.853 -3.149 2.452  -0.0980
C2 4.573 -2.843 1.653  -0.2483
C3 4.890 -1.942 0.462  -0.1686
C4 3.686 -1.418 -0.347  -0.1282
O1 2.453 -1.864 0.237  -0.0153
C5 1.368 -1.589 -0.480  -0.5677
O2 1.335 -0.810 -1.387  0.1318
N1 0.216 -2.235 0.000  -0.0557
C6 0.422 -3.443 0.774  -0.1444
C7 0.684 -4.653 -0.152  -0.2893
C8 2.184 -5.024 -0.572  0.0307
O3 1.026 -4.323 -1.394  -0.0523
C9 -0.745 -1.232 0.437  -0.7110
I1 -2.300 -1.012 -1.103  0.8642
C10 -1.465 -1.383 1.761  -0.8225
C11 -2.530 -2.478 1.906  -0.1954
I2 -0.088 -1.335 3.419  0.8808
H1 6.271 -4.111 2.162  0.0697
H2 6.606 -2.383 2.296  0.0662
H3 5.629 -3.217 3.513  0.0668
H4 4.161 -3.779 1.294  0.0883
H5 3.882 -2.326 2.313  0.1052
H6 5.519 -2.516 -0.218  0.1148
H7 5.483 -1.093 0.789  0.1073
H8 3.745 -1.739 -1.381  0.1297
H9 3.695 -0.333 -0.317  0.1273
H10 -0.484 -3.730 1.289  0.0918
H11 1.203 -3.392 1.529  0.0907
H12 0.060 -5.522 0.048  0.1351
H13 2.971 -4.814 -1.293  0.1164
H14 2.568 -4.274 0.145  0.0263
H15 -0.276 -0.258 0.415  0.0758
H16 -1.992 -0.443 1.883  0.0456
H17 -3.494 -2.051 1.643  0.0580
H18 -2.593 -2.832 2.928  0.0539
H19 -2.370 -3.304 1.224  0.0570
C12 -3.624 2.717 0.538  -0.0975
C13 -2.522 3.237 -0.372  -0.2844
N2 -2.994 3.574 -1.699  -0.1987
C14 -1.923 3.773 -2.659  -0.2475
C15 -0.960 4.946 -2.439  -0.0850
C16 -4.088 4.525 -1.753  -0.2474
C17 -3.882 5.901 -1.104  -0.0825
H20 -4.144 1.881 0.066  0.0624
H21 -3.190 2.362 1.475  0.0679
H22 -4.356 3.484 0.792  0.0647
H23 -1.770 2.450 -0.483  0.0962
H24 -2.017 4.080 0.129  0.1030
H25 -2.369 3.860 -3.654  0.1115
H26 -1.337 2.849 -2.683  0.1088
H27 -1.420 5.905 -2.671  0.0540
H28 -0.096 4.836 -3.097  0.0697
H29 -0.587 4.981 -1.414  0.0653
H30 -4.962 4.060 -1.289  0.1003
H31 -4.367 4.658 -2.801  0.1138
H32 -3.433 5.822 -0.113  0.0652
H33 -4.848 6.397 -0.985  0.0702
H34 -3.259 6.555 -1.711  0.0535

Values from the calculation:
max |F|: 3.02 eV/Å
2S+1: 1
Kohn-Sham gap: 7.98 eV
relative energy (zero: lowest compared OMol25 entry of this formula, charge and spin): 38.7 kJ/mol
SMILES string: CCCCOC(=O)N(C[C@@H]1CO1)[C@@H](I)[C@@H](C)I.CCN(CC)CC



4.
This record from the Open Molecules 2025 dataset describes an isolated molecule of C3H4N2O in a non-equilibrium geometry. The level of theory is ωB97M-V with the def2-TZVPD basis set.

Each line ends with the Löwdin charge.
Element x y z (Å)
N1 1.601 -0.165 -0.146  0.0885
C1 0.223 -0.210 -0.284  -0.3341
C2 -0.410 1.012 0.070  -0.1337
N2 -1.628 0.846 0.482  0.0651
O1 -1.891 -0.471 0.257  -0.0645
C3 -0.803 -1.096 -0.265  -0.0500
H1 1.683 0.771 0.259  0.0864
H2 2.226 -0.539 -0.845  0.0912
H3 -0.039 1.985 -0.231  0.1268
H4 -0.989 -2.107 -0.592  0.1242

Values from the calculation:
max |F|: 2.03 eV/Å
2S+1: 1
Kohn-Sham gap: 9.61 eV
relative energy (zero: lowest compared OMol25 entry of this formula, charge and spin): 304.5 kJ/mol
SMILES string: Nc1cnoc1



5.
This record from the Open Molecules 2025 dataset describes the ion C4H9N2O with charge +1 in a non-equilibrium geometry. The level of theory is ωB97M-V with the def2-TZVPD basis set.

Each line ends with the Löwdin charge.
Element x y z (Å)
C1 -2.057 -1.897 0.998  0.0932
N1 -0.967 -1.621 0.479  0.1324
C2 0.266 -1.110 0.579  -0.4340
O1 1.279 -1.626 0.963  0.1047
C3 0.454 0.376 0.105  -0.1958
C4 0.269 0.520 -1.393  -0.0284
N2 1.930 0.690 0.440  0.2313
H1 -2.801 -2.385 0.364  0.1082
H2 -2.268 -1.584 2.015  0.1075
H3 -0.211 1.012 0.652  0.1487
H4 0.834 1.358 -1.772  0.0877
H5 0.682 -0.330 -1.905  0.0948
H6 -0.779 0.585 -1.698  0.1045
H7 2.148 -0.229 0.944  0.1494
H8 2.045 1.632 0.794  0.1778
H9 2.484 0.586 -0.336  0.1179

Values from the calculation:
max |F|: 3.50 eV/Å
charge: +1
2S+1: 1
Kohn-Sham gap: 10.93 eV
relative energy (zero: lowest compared OMol25 entry of this formula, charge and spin): 203.7 kJ/mol
SMILES string: C=NC(=O)[C@H](C)[NH3+]